# 1
This record from OMol25 describes a structure of composition C15H25N5O10P3RuS. The level of theory is ωB97M-V with the def2-TZVPD basis set.

Structure (ORCA input):
```
! RIJCOSX wB97M-V def2-TZVPD def2/J DEFGRID3
* xyz 0 2
Ru -1.201 -0.481 -0.136
O 0.306 -1.816 -1.422
C -0.031 -2.110 -2.579
C -0.406 -1.202 -3.624
C -0.475 -1.653 -4.942
C -0.698 -0.766 -5.980
C -0.899 0.601 -5.720
C -0.926 1.051 -4.433
C -0.699 0.179 -3.331
O -0.749 0.642 -2.145
N -0.704 -1.231 -7.325
O -0.617 -2.430 -7.520
O -0.786 -0.401 -8.215
H -0.024 -3.174 -2.873
H -0.325 -2.697 -5.173
H -1.034 1.272 -6.555
H -1.114 2.091 -4.212
N -2.422 3.935 1.731
C -1.770 2.750 1.125
C -0.356 3.025 0.685
P -1.829 1.544 2.546
O -3.379 1.199 2.656
O -1.398 2.311 3.734
O -1.054 0.282 2.209
P -3.006 2.205 -0.183
O -2.363 2.648 -1.566
O -4.177 3.066 0.154
O -3.194 0.711 -0.123
H -2.387 3.792 2.759
H -3.418 3.843 1.282
H -2.000 4.824 1.459
H 0.218 3.428 1.522
H -0.325 3.706 -0.167
H 0.110 2.082 0.377
H -3.699 0.723 1.877
H -1.753 1.942 -1.901
S -2.163 -2.489 0.284
C 1.993 -1.556 4.029
N 1.570 -2.577 2.984
C 2.796 -2.956 2.169
N 3.426 -1.814 1.626
C 3.809 -0.895 2.682
N 2.657 -0.455 3.444
C 1.775 0.415 2.687
P 1.004 -0.445 1.213
C 0.516 -2.018 2.111
C 2.631 -1.161 0.595
H 2.663 -2.068 4.728
H 1.093 -1.217 4.547
H 1.201 -3.412 3.448
H 2.477 -3.625 1.365
H 3.490 -3.483 2.834
H 4.307 -0.030 2.246
H 4.504 -1.404 3.357
H 2.354 1.271 2.330
H 0.979 0.791 3.334
H 0.245 -2.745 1.336
H -0.378 -1.792 2.697
H 3.228 -0.354 0.164
H 2.410 -1.871 -0.206
*
```

Values from the calculation:
* LUMO energy (alpha / beta): -0.94 / -0.66 eV
* DFT total energy: -3129.932932 Ha
* HOMO-LUMO gap (alpha / beta): 0.234 / 0.241 Eh
* max |F|: 2.34 eV Å⁻¹
* expectation value of S²: 0.9979

# 2
This record from OMol25 describes the molecule C15H25N5O2. The level of theory is ωB97M-V with the def2-TZVPD basis set.

Structure (ORCA input):
```
! RIJCOSX wB97M-V def2-TZVPD def2/J DEFGRID3
* xyz 0 1
C -4.685 -2.029 -0.177
N -4.175 -0.675 -0.205
C -5.209 0.254 -0.610
C -3.569 -0.306 1.065
C -2.630 0.893 0.941
C -1.526 0.624 -0.092
N -0.659 1.743 -0.395
C 0.199 2.174 0.692
C 1.265 3.144 0.179
C 2.023 2.578 -1.027
N 2.575 1.275 -0.752
C 3.812 1.093 -0.296
O 4.617 2.025 -0.152
C 4.225 -0.314 0.023
N 5.409 -0.606 0.435
O 6.354 0.314 0.597
C 3.325 -1.474 -0.092
C 3.818 -2.760 0.165
C 2.966 -3.841 0.055
C 1.644 -3.626 -0.311
C 1.243 -2.322 -0.547
N 2.052 -1.283 -0.438
H -5.488 -2.170 0.565
H -3.873 -2.716 0.054
H -5.079 -2.279 -1.162
H -5.600 -0.052 -1.579
H -4.790 1.252 -0.711
H -6.045 0.295 0.108
H -4.337 -0.094 1.832
H -2.982 -1.162 1.411
H -2.188 1.084 1.922
H -3.187 1.785 0.649
H -0.893 -0.194 0.263
H -2.000 0.309 -1.025
H -1.210 2.527 -0.732
H -0.349 2.659 1.518
H 0.684 1.281 1.098
H 1.970 3.353 0.986
H 0.800 4.085 -0.119
H 2.846 3.248 -1.287
H 1.340 2.478 -1.872
H 1.964 0.457 -0.781
H 5.989 1.218 0.363
H 4.852 -2.876 0.442
H 3.325 -4.841 0.249
H 0.948 -4.444 -0.411
H 0.229 -2.086 -0.840
*
```

Values from the calculation:
* LUMO energy: 0.21 eV
* DFT total energy: -1010.786108 Ha
* HOMO-LUMO gap: 0.322 Eh
* max |F|: 0.84 eV Å⁻¹

# 3
This record from OMol25 describes the molecule C15H25NO2. The level of theory is ωB97M-V with the def2-TZVPD basis set.

Structure (ORCA input):
```
! RIJCOSX wB97M-V def2-TZVPD def2/J DEFGRID3
* xyz 0 1
C -3.517 -0.067 2.161
C -2.562 1.066 1.811
C -1.108 0.761 2.179
C -0.397 -0.258 1.262
O -0.933 -1.534 1.567
C 1.114 -0.255 1.590
C 1.910 -1.240 0.713
N 3.341 -1.022 0.643
C 3.722 0.179 -0.067
C 4.009 -1.125 1.922
C -0.608 0.108 -0.200
C -1.333 -0.711 -1.050
C -1.522 -0.391 -2.385
C -0.979 0.778 -2.900
O -1.089 1.194 -4.194
C -1.806 0.390 -5.097
C -0.261 1.618 -2.047
C -0.084 1.289 -0.723
H -4.530 0.182 1.850
H -3.212 -0.984 1.668
H -3.518 -0.243 3.234
H -2.626 1.284 0.743
H -2.866 1.967 2.350
H -0.539 1.692 2.151
H -1.072 0.367 3.196
H -0.436 -2.196 1.075
H 1.507 0.750 1.441
H 1.233 -0.515 2.643
H 1.769 -2.262 1.082
H 1.533 -1.192 -0.314
H 3.529 1.106 0.494
H 3.180 0.225 -1.010
H 4.790 0.131 -0.280
H 3.707 -2.050 2.410
H 5.086 -1.161 1.751
H 3.796 -0.283 2.597
H -1.780 -1.617 -0.667
H -2.095 -1.063 -3.005
H -2.853 0.279 -4.795
H -1.352 -0.601 -5.203
H -1.762 0.909 -6.053
H 0.147 2.531 -2.453
H 0.467 1.967 -0.089
*
```

Values from the calculation:
* LUMO energy: 0.76 eV
* DFT total energy: -791.771929 Ha
* HOMO-LUMO gap: 0.330 Eh
* max |F|: 0.85 eV Å⁻¹

# 4
This record from OMol25 describes a structure of composition C15H26Br2N3P2RbS2. The level of theory is ωB97M-V with the def2-TZVPD basis set.

Structure (ORCA input):
```
! RIJCOSX wB97M-V def2-TZVPD def2/J DEFGRID3
* xyz 0 1
Rb 1.119 -0.864 0.068
C -3.711 -2.446 3.562
S -2.443 -3.629 3.087
C -1.054 -2.595 2.756
S 0.333 -3.471 2.226
N -1.197 -1.331 3.015
N -0.190 -0.518 2.535
C 0.187 0.391 3.342
C 1.107 1.470 2.919
C 1.544 2.382 3.881
C 2.386 3.412 3.506
C 2.770 3.508 2.179
C 2.284 2.559 1.292
N 1.473 1.564 1.633
H -4.499 -3.017 4.051
H -4.131 -1.919 2.707
H -3.306 -1.718 4.260
H -0.149 0.405 4.379
H 1.219 2.268 4.906
H 2.737 4.127 4.239
H 3.427 4.293 1.832
H 2.567 2.605 0.244
C -2.534 1.952 -0.258
P -1.058 1.326 -1.137
C -0.214 2.909 -1.523
C -1.784 0.938 -2.789
C -0.747 0.493 -3.827
P 0.432 -0.792 -3.208
C -0.721 -2.204 -3.006
C 1.255 -1.242 -4.781
H -3.053 2.736 -0.814
H -2.234 2.344 0.714
H -3.226 1.129 -0.074
H -0.866 3.595 -2.070
H 0.684 2.735 -2.119
H 0.095 3.387 -0.593
H -2.339 1.806 -3.163
H -2.517 0.141 -2.634
H -0.149 1.350 -4.150
H -1.257 0.111 -4.717
H -1.359 -2.340 -3.883
H -1.360 -2.060 -2.132
H -0.157 -3.122 -2.835
H 0.545 -1.499 -5.570
H 1.917 -2.093 -4.617
H 1.872 -0.409 -5.122
Br 4.220 -2.337 1.034
C 3.227 -3.888 0.453
Br 2.627 -3.746 -1.388
H 2.342 -3.952 1.074
H 3.884 -4.744 0.513
*
```

Values from the calculation:
* LUMO energy: 0.05 eV
* DFT total energy: -7402.632706 Ha
* HOMO-LUMO gap: 0.260 Eh
* max |F|: 0.62 eV Å⁻¹

Among the records above, which one has the highest DFT total energy? C15H25NO2